(1)
The following is a quantum chemistry calculation of the molecule C18H18N2O2, from the OMol25 dataset.

Geometry as XYZ:
```
40
Properties=species:S:1:pos:R:3:forces:R:3
C -6.52088 -1.88069 -0.20720 0.07 -0.07 0.05
C -5.29622 -1.01737 -0.16543 -0.06 0.01 -0.05
C -4.36231 -1.05137 -1.19191 -0.07 0.01 0.15
C -3.21703 -0.27993 -1.15191 0.19 0.08 0.03
C -2.96354 0.55204 -0.06409 -0.36 -0.20 0.00
N -1.86693 1.40976 -0.00940 0.20 0.35 0.15
C -0.57409 1.04903 -0.53695 -0.13 0.00 -0.07
C 0.25066 2.26235 -0.97751 0.01 -0.06 -0.10
C 1.59588 2.10332 -0.30193 -0.30 0.12 -0.21
O 2.57032 2.79440 -0.43038 0.23 0.13 -0.03
N 1.51722 1.01406 0.54034 0.27 -0.07 0.31
C 2.63351 0.57146 1.36389 0.08 -0.05 0.03
C 3.45235 -0.45086 0.61899 0.01 0.03 0.08
C 3.13518 -1.79989 0.70886 0.01 0.02 0.04
C 3.86122 -2.73404 -0.00897 -0.01 -0.08 -0.02
C 4.90432 -2.32638 -0.82337 0.04 -0.06 -0.05
C 5.21769 -0.98115 -0.92269 0.06 0.01 -0.06
C 4.49303 -0.04501 -0.20614 0.01 0.01 0.04
C 0.30860 0.35838 0.51034 -0.23 0.07 -0.15
O 0.00562 -0.56462 1.21909 -0.03 -0.13 0.06
C -3.90399 0.59313 0.96466 0.13 0.02 -0.04
C -5.04852 -0.17564 0.91117 0.04 -0.05 -0.13
H -7.33699 -1.42328 0.34746 -0.10 -0.02 0.00
H -6.84193 -2.04877 -1.23284 -0.09 -0.03 -0.04
H -6.31006 -2.85179 0.24278 -0.09 -0.08 0.01
H -4.53372 -1.69246 -2.04511 -0.02 -0.05 -0.09
H -2.52921 -0.32714 -1.98299 0.06 0.01 -0.07
H -1.80132 1.88185 0.88465 -0.01 -0.06 -0.12
H -0.71804 0.34742 -1.36217 0.10 0.09 0.13
H 0.38115 2.33440 -2.05646 0.03 0.02 0.04
H -0.21092 3.19242 -0.64098 0.04 -0.03 0.00
H 3.23252 1.45461 1.59710 -0.10 -0.11 0.03
H 2.21269 0.14146 2.27586 0.06 0.11 -0.08
H 2.31463 -2.11395 1.33701 -0.09 -0.02 0.08
H 3.61152 -3.78197 0.06738 -0.02 -0.09 0.01
H 5.47173 -3.05651 -1.38154 0.05 -0.06 -0.04
H 6.02816 -0.65978 -1.56005 0.07 0.03 -0.05
H 4.72838 1.00588 -0.28869 0.02 0.12 0.01
H -3.72993 1.23861 1.81488 0.03 0.06 0.09
H -5.75860 -0.12556 1.72438 -0.08 0.01 0.08
```
Forces are in eV/Å.

Calculated values
LUMO energy ... 0.709 eV
HOMO-LUMO gap ... 0.315 Ha
E_HOMO ... -7.9 eV

(2)
The following is a quantum chemistry calculation of the molecule C18H18N2O4 in a non-equilibrium geometry, from the OMol25 dataset.

Geometry as XYZ:
```
42
Properties=species:S:1:pos:R:3:forces:R:3
C 6.53134 1.60778 -0.50360 -0.33 -0.31 0.12
C 5.58100 0.94486 0.47621 0.22 0.39 0.35
O 4.69292 0.09489 -0.25541 0.27 -0.04 -0.39
C 3.50336 -0.15993 0.27912 -0.20 -0.16 -0.01
O 3.13626 0.25605 1.34768 0.00 0.04 0.06
C 2.69028 -1.05860 -0.63856 -0.13 0.25 0.02
C 1.21622 -0.84300 -0.44818 0.07 -0.33 0.32
C 0.51746 -1.38090 0.59609 0.10 0.28 -0.53
C 1.17007 -2.26365 1.60640 0.01 0.02 0.03
C -0.86815 -1.05292 0.67850 -0.42 0.53 -0.54
C -1.97776 -1.32785 1.53062 0.15 0.25 -0.41
C -2.06054 -2.16023 2.75791 -0.05 0.02 -0.01
N -3.04469 -0.70740 1.08917 -0.49 -0.29 0.62
N -2.71448 -0.01896 -0.02593 1.00 -0.13 -0.23
C -3.68583 0.73968 -0.69735 -0.59 0.35 -0.26
C -3.38871 1.43716 -1.86250 0.15 -0.08 0.04
C -4.38332 2.17007 -2.48583 -0.11 0.01 0.04
C -5.66353 2.21273 -1.96071 -0.05 0.07 -0.08
C -5.95350 1.51485 -0.79928 0.06 0.02 -0.06
C -4.97159 0.77893 -0.16544 0.08 -0.07 0.07
C -1.40484 -0.20958 -0.29559 0.22 -0.64 0.80
O -0.73754 0.31788 -1.31660 -0.42 0.13 0.00
C 0.61662 0.03127 -1.43881 0.55 0.08 -0.42
O 1.19053 0.53041 -2.37647 -0.31 -0.08 0.34
H 7.09749 0.85368 -1.04346 0.11 -0.02 -0.07
H 5.97273 2.20229 -1.22136 -0.01 0.09 -0.07
H 7.21939 2.25298 0.03496 0.08 0.06 0.04
H 6.12704 0.33091 1.20176 -0.13 0.09 -0.06
H 4.98774 1.68411 1.02484 0.13 -0.16 -0.07
H 2.96492 -0.82610 -1.66823 0.02 -0.15 0.12
H 2.97120 -2.09132 -0.42071 0.06 0.01 -0.02
H 1.92069 -1.69088 2.14791 0.04 0.00 0.06
H 1.67240 -3.09647 1.11507 0.03 -0.07 0.01
H 0.44761 -2.65678 2.31097 0.00 -0.09 0.06
H -3.07431 -2.10479 3.14438 -0.03 -0.03 0.06
H -1.82364 -3.20006 2.53665 0.02 -0.06 0.07
H -1.37028 -1.79503 3.51660 0.02 -0.05 0.08
H -2.39658 1.41222 -2.28041 0.02 0.02 -0.04
H -4.15120 2.71145 -3.39051 0.03 0.04 -0.07
H -6.43233 2.78764 -2.45441 -0.06 0.05 -0.04
H -6.94967 1.54390 -0.38409 -0.07 -0.01 0.05
H -5.17481 0.22872 0.73862 -0.05 -0.01 0.03
```
Forces are in eV/Å.

Calculated values
LUMO energy ... 0.438 eV
HOMO-LUMO gap ... 0.322 Ha
E_HOMO ... -8.3 eV

(3)
The following is a quantum chemistry calculation of the molecule C18H18N2O4S in a non-equilibrium geometry, from the OMol25 dataset.

Geometry as XYZ:
```
43
Properties=species:S:1:pos:R:3:forces:R:3
C -0.60080 1.74683 5.27594 -0.03 0.19 0.05
O -0.37060 0.41061 4.90301 0.08 -0.30 -0.17
C 0.13311 0.16408 3.65869 0.04 -0.07 -0.10
C 0.34272 -1.17461 3.33140 -0.01 0.21 0.11
C 0.86170 -1.53614 2.10669 -0.12 0.11 0.20
C 1.18997 -0.56902 1.15460 -0.26 0.09 0.76
N 1.77306 -0.93149 -0.06648 0.24 -0.94 -0.70
C 1.96126 0.06312 -1.09953 0.20 0.27 -0.41
C 0.65480 0.53971 -1.67587 -0.13 -0.28 0.01
C -0.34898 -0.31600 -1.96687 0.44 0.40 0.08
C -1.58351 0.13906 -2.52081 -0.28 0.35 -0.17
C -2.63941 -0.72165 -2.84254 0.04 0.19 -0.01
C -3.80160 -0.22670 -3.38654 -0.09 -0.15 -0.02
C -3.93775 1.14070 -3.62166 0.11 0.04 0.04
C -2.91544 2.00990 -3.31207 0.01 0.01 0.00
C -1.73074 1.51934 -2.75952 -0.31 -0.61 -0.04
N -0.69709 2.35603 -2.43557 0.04 0.39 -0.05
C 0.50655 1.97646 -1.88703 -0.26 0.01 -0.12
O 1.34565 2.81597 -1.60410 0.26 0.10 0.11
S 1.89873 -2.53033 -0.54823 0.73 -0.27 0.39
C 3.29903 -3.12331 0.43574 -0.69 0.28 -0.45
O 2.30851 -2.53416 -1.92120 0.16 0.20 -0.09
O 0.72435 -3.28287 -0.21704 -0.04 0.12 0.27
C 0.95647 0.76584 1.47677 0.14 -0.25 -0.29
C 0.43969 1.12908 2.70954 -0.16 0.01 0.36
H 0.32391 2.33317 5.26528 -0.03 -0.01 -0.01
H -1.34097 2.22485 4.62587 0.04 -0.01 0.01
H -0.98878 1.70638 6.29261 0.02 0.06 -0.07
H 0.08693 -1.92744 4.05977 -0.03 -0.11 0.08
H 0.96745 -2.58151 1.87747 -0.03 -0.08 0.13
H 2.54382 -0.42434 -1.88476 0.01 0.32 0.08
H 2.53327 0.91461 -0.72050 -0.07 -0.16 0.00
H -0.22254 -1.37461 -1.78331 -0.07 -0.10 0.02
H -2.51988 -1.77793 -2.65552 0.00 -0.13 0.02
H -4.61240 -0.89429 -3.63432 -0.06 -0.07 -0.01
H -4.85239 1.52198 -4.05006 -0.07 0.05 -0.03
H -3.01924 3.07001 -3.49304 -0.02 0.11 -0.02
H -0.81296 3.35051 -2.59466 0.12 -0.17 0.08
H 3.30620 -4.20493 0.38884 -0.08 -0.16 -0.05
H 3.19099 -2.78203 1.45623 -0.04 0.05 0.19
H 4.19155 -2.71552 -0.01927 0.13 0.11 -0.06
H 1.17362 1.55313 0.77529 0.08 0.11 -0.14
H 0.28176 2.17751 2.90675 -0.02 0.09 0.04
```
Forces are in eV/Å.

Calculated values
LUMO energy ... 0.198 eV
HOMO-LUMO gap ... 0.302 Ha
E_HOMO ... -8.0 eV

(4)
The following is a quantum chemistry calculation of a structure of composition C18H18N3 in a non-equilibrium geometry, from the OMol25 dataset.

Geometry as XYZ:
```
39
Properties=species:S:1:pos:R:3:forces:R:3
C 2.73223 2.72236 -0.64128 0.23 0.64 0.07
C 2.51683 1.27594 -0.45333 -1.24 -1.33 -0.17
N 3.44300 0.28423 -0.67372 -0.15 0.10 0.04
C 2.85923 -0.97763 -0.47231 -0.20 0.99 0.37
C 1.51000 -0.74716 -0.08238 0.67 -0.54 -0.18
C 0.71180 -1.85321 0.25126 0.35 -0.58 0.09
C 1.26101 -3.14021 0.16487 -0.09 0.35 0.19
C 2.59533 -3.33373 -0.25184 0.40 0.45 -0.21
C 3.42442 -2.24108 -0.56457 -0.43 -0.50 0.00
C 1.30910 0.67483 -0.13262 0.51 0.55 0.52
C 0.08437 1.42202 0.31124 0.77 0.69 -0.82
C -1.22336 0.72610 -0.10464 -0.84 0.51 0.60
C -1.35665 -0.24441 -1.10917 -0.24 -0.32 -0.03
C -2.59529 -0.87271 -1.30807 0.12 0.37 0.01
C -3.70943 -0.53044 -0.53669 -0.07 -0.23 0.32
C -5.01168 -1.29122 -0.65587 -0.18 0.06 -0.01
C -3.58925 0.51235 0.38778 -0.28 -0.10 -0.27
C -2.37894 1.15888 0.56938 0.09 -0.32 0.12
H 1.77293 3.23524 -0.80196 0.34 -0.20 -0.09
H 3.16690 3.17264 0.25793 0.22 0.06 -0.20
H 3.37439 2.94155 -1.50000 -0.04 0.00 0.20
H 4.41566 0.48488 -0.86078 -0.20 -0.30 -0.09
H -0.31896 -1.69951 0.56427 0.29 -0.27 0.00
H 0.65396 -4.01140 0.45801 0.35 0.53 -0.28
H 2.99338 -4.34842 -0.34668 -0.16 0.41 0.11
H 4.46007 -2.33222 -0.89921 -0.34 -0.27 0.17
H 0.05534 2.43180 -0.14252 0.10 -0.37 0.19
H -0.52674 -0.58583 -1.73035 -0.11 0.33 0.37
H -2.71553 -1.65148 -2.07409 0.26 0.40 0.35
H -5.74571 -0.88956 0.05690 0.15 -0.12 -0.32
H -5.41883 -1.21066 -1.67304 0.04 0.02 0.26
H -4.90797 -2.36703 -0.43937 0.19 0.40 -0.07
H -4.46632 0.82034 0.95753 0.23 -0.05 -0.12
H -2.33436 1.99401 1.27765 -0.19 -0.34 -0.38
C 0.04140 1.59371 1.81858 -1.14 -0.82 0.05
N 1.39046 2.68507 2.50346 2.63 2.74 3.34
N 2.00783 3.31111 3.21366 -3.11 -3.24 -3.81
H 0.30440 0.69626 2.40030 0.14 0.47 -0.15
H -0.78504 2.18457 2.26166 0.93 -0.17 -0.17
```
Forces are in eV/Å.

Calculated values
Total charge ... +1
LUMO energy ... -5.126 eV
HOMO-LUMO gap ... 0.211 Ha
E_HOMO ... -10.9 eV

(5)
The following is a quantum chemistry calculation of the molecule C18H18N4, from the OMol25 dataset.

Geometry as XYZ:
```
40
Properties=species:S:1:pos:R:3:forces:R:3
C -0.59947 -1.95167 2.63591 0.12 0.15 -0.16
C 0.18336 -1.19053 1.56733 0.11 -0.22 0.49
N -0.61916 -0.97176 0.39531 -0.14 -0.10 -0.36
C -0.56819 -1.65902 -0.78779 -0.23 0.00 0.03
N 0.46357 -2.55998 -1.04898 0.01 -0.39 -0.07
C 1.65603 -1.95862 -1.68700 0.16 0.05 0.02
C 2.21109 -0.83047 -0.88658 0.31 -0.20 -0.01
C 3.25388 -0.88049 -0.00671 -0.13 -0.21 -0.31
N 3.43269 0.34025 0.58327 0.31 -0.02 0.32
C 2.49986 1.21079 0.09408 -0.51 0.10 -0.36
C 2.26120 2.54427 0.40188 0.02 0.13 0.08
C 1.22073 3.17142 -0.24863 0.12 0.08 0.13
C 0.44454 2.49768 -1.19582 -0.14 -0.02 -0.18
C 0.68157 1.17977 -1.51159 0.03 0.11 0.00
C 1.71116 0.51025 -0.84917 0.37 0.30 0.26
N -1.54911 -1.38014 -1.60015 0.24 -0.31 -0.52
C -2.30185 -0.43308 -0.95341 0.18 0.13 0.68
C -3.43985 0.24798 -1.36537 0.08 -0.03 0.03
C -3.96538 1.19346 -0.50900 -0.17 0.08 -0.12
C -3.38183 1.46600 0.72842 0.01 0.07 0.14
C -2.25233 0.79729 1.15810 0.10 0.02 0.17
C -1.72240 -0.15789 0.30755 -0.44 0.10 -0.47
H 0.02200 -2.10214 3.51482 0.04 -0.03 0.12
H -1.49043 -1.40026 2.92600 -0.09 0.01 0.07
H -0.90470 -2.92232 2.25210 -0.03 -0.09 -0.01
H 0.51399 -0.22050 1.95389 0.08 -0.07 -0.11
H 1.05650 -1.77034 1.26430 -0.11 0.20 0.05
H 0.10138 -3.27294 -1.67654 -0.05 0.12 0.14
H 1.41117 -1.59631 -2.69616 0.03 -0.09 0.08
H 2.39777 -2.75789 -1.76812 -0.05 0.11 -0.09
H 3.88878 -1.70942 0.24304 0.11 -0.15 0.05
H 4.14738 0.56550 1.25375 -0.08 -0.03 -0.09
H 2.86871 3.06645 1.12696 0.04 0.08 0.07
H 1.00075 4.20537 -0.02772 0.00 0.08 0.03
H -0.35902 3.02639 -1.68622 -0.08 0.03 -0.05
H 0.07707 0.67216 -2.24742 -0.11 -0.07 -0.06
H -3.88291 0.04387 -2.32710 -0.05 -0.03 -0.11
H -4.84764 1.74396 -0.80199 -0.07 0.04 -0.03
H -3.82308 2.22070 1.36308 -0.02 0.05 0.05
H -1.79786 1.02222 2.11169 0.03 0.03 0.10
```
Forces are in eV/Å.

Calculated values
LUMO energy ... 0.672 eV
HOMO-LUMO gap ... 0.320 Ha
E_HOMO ... -8.0 eV

(6)
The following is a quantum chemistry calculation of a structure of composition C18H18O5 in a non-equilibrium geometry, from the OMol25 dataset.

Geometry as XYZ:
```
41
Properties=species:S:1:pos:R:3:forces:R:3
C 6.21837 -0.18735 -1.87056 4.29 0.01 -8.15
H 5.62706 -0.77404 -2.56311 -0.22 -0.38 -0.65
H 7.33270 -0.48051 -2.12459 -2.07 0.13 0.93
H 6.18593 0.81570 -2.30839 -0.40 0.14 0.96
C 5.79094 -0.46346 -0.63932 -0.35 3.69 13.06
C 5.73597 -1.82812 0.03838 1.02 0.24 -12.28
H 6.67992 -2.29959 -0.03794 1.03 -0.73 -0.57
H 5.56526 -1.79342 0.92969 -2.82 0.64 9.95
H 4.98528 -2.28572 -0.64700 0.28 -0.78 1.16
O 4.50946 0.24221 -0.39712 -1.00 1.24 0.14
C 4.00512 0.83182 0.92886 0.14 -6.14 -0.94
C 2.54291 1.29062 0.73033 3.31 -2.80 3.78
O 1.77461 -0.07841 0.73215 -0.43 6.33 0.19
C 0.45244 0.41385 0.68148 -1.25 -5.50 -2.45
C -0.39342 -0.81533 0.48217 -2.67 9.12 1.11
C -1.82528 -0.72142 0.54292 7.23 -2.78 -1.62
C -2.28759 0.41677 0.30640 -3.26 14.32 0.24
C -1.54932 1.65538 0.37214 2.31 1.04 -1.65
C -0.04747 1.69480 0.42100 -6.51 -5.62 0.80
H 0.42033 2.52894 0.63013 2.29 4.21 0.38
H -2.01221 2.67517 0.07569 0.37 -2.09 0.90
O -3.77641 0.86495 0.21367 5.73 -0.92 -0.10
C -4.46260 -0.20130 0.07460 -3.23 -3.64 0.33
C -4.07475 -1.53735 0.33937 0.43 -1.14 -3.74
C -2.61341 -1.72387 0.14060 -2.53 -12.18 6.30
O -2.09304 -3.00238 0.51361 -2.55 5.64 -3.31
H -4.70302 -2.58866 0.12033 1.39 3.61 0.77
C -5.81148 0.17890 -0.22991 0.13 -8.96 0.52
C -6.53838 1.20190 -0.25212 4.11 7.13 -0.33
C -7.79729 0.92952 -0.46693 -6.01 8.49 -1.12
C -7.94641 -0.27666 -0.51722 -1.40 -12.47 0.09
O -6.80108 -0.99428 -0.38868 2.19 2.84 0.57
H -8.78049 -0.99102 -0.52407 0.02 0.91 -0.44
H -8.63674 1.55370 -0.71678 0.14 0.69 0.42
H -6.00874 2.12673 -0.35483 -0.30 0.85 0.51
H 0.08765 -1.57834 0.77002 3.16 -6.34 1.31
H 2.57874 1.77248 -0.27027 -1.10 0.20 0.92
H 2.45644 1.87154 1.95860 -0.70 -1.28 -4.30
H 4.03574 -0.19502 1.59333 -0.48 2.81 -0.96
H 4.62802 1.52007 1.42660 1.11 1.16 -0.11
H 6.54624 0.23123 0.28676 -1.38 -1.69 -2.61
```
Forces are in eV/Å.

Calculated values
LUMO energy ... -0.792 eV
HOMO-LUMO gap ... 0.281 Ha
E_HOMO ... -8.4 eV

Which of these has the lowest LUMO energy? C18H18N3